The following is a DFT calculation (ωB97M-V/def2-TZVPD) of C10H83N3O39S as an isolated structure at a distorted geometry.

The calculation puts the electronic energy at -3927.50802 hartree. As for the gap between HOMO and LUMO: 0.298 hartree. The HOMO energy is -9.271 eV. The calculation puts the largest force on an atom at 2.5 eV/Å. For the LUMO energy, the calculation gives -1.16 eV. Its charge is 0.

Last column: Mulliken charge in e.
CARTESIAN COORDINATES (ANGSTROEM)
O 1.679 3.005 -1.164  -0.294
N 1.439 3.332 -2.245  0.250
O 0.129 2.840 -2.701  0.024
C 0.117 1.445 -2.438  -1.850
C -0.825 0.977 -1.457  1.423
C -0.889 -0.364 -1.089  -0.344
C -1.823 -1.009 0.000  0.445
C -1.946 -0.193 1.347  -0.321
C -0.677 0.599 1.779  -0.459
C -0.969 2.111 1.854  0.070
O 0.178 2.895 2.212  -0.646
C 0.024 -1.274 -1.781  0.384
N 0.162 -2.634 -1.632  -0.457
S 1.329 -3.001 -2.718  0.044
N 1.778 -1.627 -3.413  -0.670
C 0.950 -0.740 -2.795  1.034
C 1.001 0.650 -3.100  -0.464
H -1.500 1.724 -0.994  0.925
H -1.531 -2.043 0.229  -0.253
H -2.868 -1.090 -0.419  -0.990
H -2.829 0.470 1.331  0.205
H -2.147 -0.929 2.137  0.454
H -0.462 0.313 2.827  0.134
H 0.238 0.364 1.208  0.487
H -1.751 2.252 2.624  0.400
H -1.374 2.510 0.911  -0.261
H 0.969 2.358 2.070  0.306
H 1.692 1.076 -3.855  0.580
O -1.283 -4.812 1.262  -0.650
H -1.415 -4.267 2.046  0.279
H -0.848 -4.222 0.636  0.199
O 1.278 -3.252 1.211  -0.361
H 1.498 -3.771 0.428  0.166
H 2.055 -2.694 1.347  0.178
O 3.089 -5.788 1.163  -0.647
H 3.046 -6.728 0.937  0.359
H 2.209 -5.587 1.504  0.317
O 0.516 -1.949 3.597  -0.268
H 0.255 -2.441 4.389  0.278
H 0.822 -2.626 2.991  0.189
O 4.099 -8.168 -0.025  -0.651
H 4.317 -8.686 -0.806  0.305
H 4.875 -7.611 0.113  0.318
O 2.887 5.707 -4.313  -0.680
H 2.543 4.855 -4.017  0.293
H 2.652 6.313 -3.602  0.326
O 2.602 0.566 3.872  -0.678
H 1.940 -0.065 3.561  0.311
H 3.445 0.150 3.646  0.285
O -0.158 -4.323 -5.349  -0.579
H -0.288 -3.786 -4.559  0.300
H 0.275 -3.724 -5.969  0.301
O -3.388 2.686 -0.296  -0.518
H -4.296 2.566 -0.598  0.318
H -3.106 3.500 -0.738  0.233
O -0.509 -6.070 -7.959  -0.611
H -0.630 -5.534 -7.169  0.290
H -0.081 -5.469 -8.578  0.312
O -1.875 5.028 -2.166  -0.602
H -1.260 4.371 -2.519  0.306
H -1.474 5.311 -1.332  0.238
O 0.537 5.385 0.639  -0.692
H 0.265 4.537 1.021  0.414
H 0.321 6.024 1.327  0.268
O -1.834 -1.932 5.356  -0.623
H -1.683 -1.144 4.818  0.294
H -2.037 -1.591 6.233  0.293
O -2.237 6.811 0.388  -0.581
H -2.634 6.385 1.156  0.315
H -1.302 6.576 0.445  0.288
O 1.944 0.528 6.820  -0.602
H 2.199 1.317 7.311  0.263
H 1.835 0.839 5.909  0.339
O -1.137 -3.494 -8.963  -0.635
H -1.467 -3.012 -9.732  0.315
H -1.921 -3.631 -8.424  0.333
O -3.759 0.033 -2.045  -0.513
H -3.490 0.812 -1.543  0.173
H -3.869 0.356 -2.945  0.334
O -0.338 2.732 7.628  -0.629
H 0.270 2.069 7.280  0.307
H 0.071 3.006 8.456  0.367
O -3.249 -3.273 -10.472  -0.672
H -3.302 -4.204 -10.716  0.340
H -4.125 -3.070 -10.127  0.319
O -0.808 4.209 10.159  -0.630
H -1.128 4.637 9.356  0.325
H -1.600 4.097 10.695  0.303
O -0.033 4.935 -4.847  -0.605
H -0.336 4.183 -4.325  0.357
H -0.839 5.344 -5.180  0.291
O -3.717 -0.274 3.759  -0.551
H -4.018 -1.009 4.306  0.304
H -4.527 0.116 3.415  0.256
O 4.255 0.317 1.734  -0.572
H 3.817 1.109 1.403  0.301
H 5.185 0.459 1.523  0.274
O 1.662 2.686 -5.174  -0.620
H 1.235 3.502 -5.479  0.289
H 2.600 2.825 -5.371  0.286
O 5.712 6.090 -2.779  -0.643
H 4.959 5.724 -3.263  0.351
H 5.413 6.120 -1.865  0.305
O 1.318 1.611 9.797  -0.579
H 1.011 0.763 10.132  0.280
H 1.097 2.237 10.497  0.296
O 2.349 -2.925 6.332  -0.642
H 2.486 -2.133 5.800  0.294
H 2.151 -2.584 7.213  0.344
O -2.393 8.114 -2.476  -0.606
H -2.434 7.165 -2.642  0.286
H -3.272 8.337 -2.158  0.298
O 3.245 -2.935 9.007  -0.598
H 3.850 -3.596 8.654  0.285
H 3.652 -2.661 9.840  0.320
O 3.221 -2.529 11.898  -0.654
H 2.942 -3.271 12.444  0.325
H 2.394 -2.147 11.582  0.320
O 3.991 1.919 -7.091  -0.584
H 3.324 1.310 -7.437  0.330
H 4.827 1.503 -7.323  0.284
O -2.520 -6.273 -4.966  -0.657
H -2.296 -6.780 -5.754  0.328
H -1.747 -5.714 -4.820  0.329
O -3.517 2.562 -3.290  -0.607
H -3.916 3.378 -3.613  0.327
H -2.580 2.669 -3.488  0.257
O 2.198 0.194 -9.103  -0.640
H 1.402 0.735 -9.074  0.321
H 1.870 -0.700 -9.244  0.316
O -3.140 -6.933 0.892  -0.629
H -2.917 -7.449 0.112  0.302
H -2.366 -6.363 1.031  0.364
O -4.977 -2.729 -0.297  -0.610
H -5.399 -3.352 -0.897  0.294
H -4.630 -2.042 -0.881  0.259

The following is a DFT calculation (ωB97M-V/def2-TZVPD) of C10H8AsBrCuF22O2 as an isolated structure at a distorted geometry.

The calculation puts the electronic energy at -9183.91220 hartree. As for the gap between HOMO and LUMO: 0.264 hartree. The value obtained for the energy above the lowest of the compared OMol25 structures with the same formula, charge and spin is 1.457 eV. The HOMO energy is -5.269 eV. The calculation puts the largest force on an atom at 2.3 eV/Å. For the LUMO energy, the calculation gives 1.92 eV. Its charge is -1.

Last column: Mulliken charge in e.
CARTESIAN COORDINATES (ANGSTROEM)
Cu 0.155 -0.833 0.986  0.610
As 0.091 -4.505 2.597  1.977
F -1.458 -4.951 1.980  -0.494
F 0.036 -5.883 3.650  -0.529
F 1.625 -4.061 3.268  -0.490
F 0.129 -3.131 1.491  -0.449
F -0.681 -3.544 3.769  -0.454
F 0.865 -5.413 1.355  -0.491
Br -0.064 0.039 3.524  -0.715
C -2.444 -0.327 -3.285  -0.923
C -2.389 -1.658 -2.568  1.115
C -2.404 -1.520 -1.052  -0.033
F -2.236 -2.696 -0.419  -0.272
F -1.454 -0.628 -0.620  -0.115
F -3.403 -2.456 -2.955  -0.288
F -1.202 -2.284 -2.923  -0.309
O -3.486 0.456 -2.692  -0.385
C -3.239 1.790 -2.645  0.848
C -4.526 2.443 -2.152  0.156
F -4.900 1.849 -0.999  -0.229
F -4.285 3.755 -1.943  -0.261
F -2.215 2.045 -1.780  -0.211
F -2.892 2.220 -3.877  -0.303
H -2.692 -0.527 -4.334  0.353
H -1.500 0.214 -3.314  0.421
H -3.381 -1.198 -0.676  0.231
H -5.329 2.325 -2.884  0.259
C 3.104 2.580 1.376  -1.026
C 1.803 3.210 0.886  0.890
C 1.165 2.596 -0.365  0.155
F 2.069 2.532 -1.374  -0.288
F 0.666 1.334 -0.083  -0.081
F 0.834 3.209 1.838  -0.246
F 2.132 4.526 0.651  -0.328
O 3.029 1.217 1.614  -0.286
C 4.267 0.656 1.514  0.938
C 4.188 -0.816 1.879  0.138
F 3.215 -1.382 1.152  -0.232
F 5.340 -1.429 1.556  -0.280
F 4.730 0.797 0.250  -0.301
F 5.120 1.308 2.370  -0.305
H 3.423 3.120 2.270  0.366
H 3.892 2.783 0.645  0.433
H 0.285 3.199 -0.630  0.188
H 4.015 -0.956 2.947  0.245

The following is a DFT calculation (ωB97M-V/def2-TZVPD) of C10H8F6NO7RhS3 as an isolated structure.

The calculation puts the electronic energy at -2871.54519 hartree. As for the gap between HOMO and LUMO: 0.202 hartree. The value obtained for the energy above the lowest of the compared OMol25 structures with the same formula, charge and spin is 1.743 eV. The HOMO energy is -0.674 eV. The calculation puts the largest force on an atom at 1.0 eV/Å. For the LUMO energy, the calculation gives 4.82 eV. Its charge is -2.

Last column: Mulliken charge in e.
CARTESIAN COORDINATES (ANGSTROEM)
Rh -0.616 0.532 -0.045  0.634
F 3.288 2.348 -3.567  -0.256
C 2.422 2.795 -2.636  0.659
F 2.722 4.079 -2.404  -0.258
F 1.200 2.738 -3.162  -0.219
S 2.577 1.748 -1.109  1.121
O 1.830 0.573 -1.452  -0.577
O 4.004 1.645 -0.968  -0.705
N 2.033 2.622 0.071  -0.448
S 0.537 2.940 0.499  1.285
O -0.465 2.815 -0.562  -0.736
O 0.259 2.747 1.891  -0.584
C 0.705 4.786 0.508  0.500
F 1.626 5.204 1.393  -0.258
F -0.468 5.341 0.864  -0.236
F 1.036 5.298 -0.685  -0.242
C -0.083 -0.720 0.960  -1.467
C 0.249 -2.162 1.125  0.851
C -0.234 -3.095 0.203  -0.277
C 0.060 -4.442 0.350  -0.559
C 0.843 -4.870 1.419  -0.330
C 1.333 -3.947 2.339  -0.385
C 1.036 -2.600 2.193  -0.478
H -0.832 -2.733 -0.627  0.407
H -0.316 -5.161 -0.369  0.364
H 1.076 -5.923 1.534  0.333
H 1.948 -4.281 3.168  0.351
H 1.407 -1.864 2.897  0.418
C -3.771 -1.540 0.031  -0.727
S -3.539 -0.089 -0.979  1.174
O -4.780 0.053 -1.729  -0.691
O -3.283 0.995 -0.034  -0.644
O -2.354 -0.388 -1.797  -0.704
H -4.618 -1.360 0.691  0.324
H -2.862 -1.694 0.610  0.106
H -3.970 -2.390 -0.621  0.252

The following is a DFT calculation (ωB97M-V/def2-TZVPD) of the molecule C10H8N2 at a distorted geometry.

The calculation puts the electronic energy at -495.27037 hartree. As for the gap between HOMO and LUMO: 0.355 hartree. The value obtained for the energy above the lowest of the compared OMol25 structures with the same formula, charge and spin is 2.689 eV. The HOMO energy is -9.092 eV. The calculation puts the largest force on an atom at 11.5 eV/Å. For the LUMO energy, the calculation gives 0.56 eV. Its SMILES is c1ccc(-c2ncccn2)cc1. Its charge is 0.

Last column: Mulliken charge in e.
CARTESIAN COORDINATES (ANGSTROEM)
C -3.232 -0.793 0.685  -0.432
C -2.734 0.493 0.926  -0.265
C -1.397 0.861 0.636  -0.532
C -0.532 -0.185 0.138  0.748
C 0.837 0.234 -0.134  0.313
N 0.957 1.075 -1.108  -0.543
C 2.254 1.415 -1.408  -0.048
C 3.316 0.846 -0.769  -0.301
C 3.044 -0.007 0.241  -0.015
N 1.825 -0.420 0.517  -0.511
C -1.034 -1.488 -0.111  -0.696
C -2.408 -1.744 0.121  -0.527
H -4.393 -1.091 0.895  0.198
H -3.240 1.323 1.406  0.336
H -1.105 1.853 0.823  0.395
H 2.444 2.184 -2.279  0.305
H 4.437 1.121 -1.153  0.218
H 3.796 -0.850 0.805  0.269
H -0.338 -2.079 -0.201  0.684
H -2.498 -2.749 -0.031  0.406

The following is a DFT calculation (ωB97M-V/def2-TZVPD) of C10H8N2O as an isolated structure at a distorted geometry.

The calculation puts the electronic energy at -570.38897 hartree. As for the gap between HOMO and LUMO: 0.349 hartree. The value obtained for the energy above the lowest of the compared OMol25 structures with the same formula, charge and spin is 5.979 eV. The HOMO energy is -9.160 eV. The calculation puts the largest force on an atom at 12.4 eV/Å. For the LUMO energy, the calculation gives 0.35 eV. Its charge is 0.

Last column: Mulliken charge in e.
CARTESIAN COORDINATES (ANGSTROEM)
C 1.305 0.004 -0.827  0.886
C 2.528 0.755 -0.927  -0.558
C 2.676 1.707 0.063  -0.184
C 1.806 1.924 1.052  -0.392
C 0.422 0.380 0.195  0.078
C -0.867 -0.277 0.174  0.767
C -1.034 -1.712 0.451  -0.221
C -2.269 -2.149 0.422  -0.146
C -3.320 -0.295 0.193  -0.673
C -2.158 0.392 0.117  -0.119
H 1.766 -1.059 -2.288  0.323
H 3.402 0.544 -1.880  0.071
H 3.803 2.162 0.049  0.193
H 1.870 2.800 1.960  0.243
H -0.054 -2.500 0.518  0.167
H -2.489 -3.269 0.800  0.219
H -4.125 0.084 0.213  0.736
H -1.532 1.615 0.159  0.148
N 0.647 1.394 0.946  -0.446
N -3.415 -1.538 0.350  -0.617
O 1.038 -0.964 -1.741  -0.476

The following is a DFT calculation (ωB97M-V/def2-TZVPD) of the molecule C10H8N2OS at a distorted geometry.

The calculation puts the electronic energy at -968.67257 hartree. As for the gap between HOMO and LUMO: 0.296 hartree. The value obtained for the energy above the lowest of the compared OMol25 structures with the same formula, charge and spin is 3.534 eV. The HOMO energy is -8.398 eV. The calculation puts the largest force on an atom at 5.7 eV/Å. For the LUMO energy, the calculation gives -0.34 eV. Its SMILES is N=C=C/C=N\SC(=O)c1ccccc1. Its charge is 0.

Last column: Mulliken charge in e.
CARTESIAN COORDINATES (ANGSTROEM)
N -3.417 -1.947 0.095  -0.551
C -2.584 -1.233 0.616  0.825
C -1.757 -0.519 1.368  -0.906
C -1.811 0.888 1.743  0.061
N -2.418 1.742 1.019  -0.529
S -2.975 1.413 -0.555  0.054
C -1.882 0.305 -1.375  0.272
O -2.478 -0.314 -2.257  -0.582
C -0.435 0.325 -1.037  0.482
C 0.287 -0.834 -1.102  -0.174
C 1.678 -0.877 -0.833  -0.857
C 2.324 0.352 -0.441  -0.524
C 1.551 1.603 -0.372  -0.863
C 0.185 1.488 -0.570  0.089
H -3.511 -2.202 -0.829  0.309
H -0.907 -0.965 1.896  0.354
H -1.661 1.313 2.729  0.436
H -0.004 -1.817 -1.561  0.282
H 2.240 -1.737 -0.972  0.511
H 3.310 0.456 -0.324  0.493
H 1.910 2.532 -0.106  0.496
H -0.540 2.316 -0.302  0.323

The following is a DFT calculation (ωB97M-V/def2-TZVPD) of C10H8N3O6Rh as an isolated structure at a distorted geometry.

The calculation puts the electronic energy at -1111.28823 hartree. As for the gap between HOMO and LUMO (spin up / spin down): 0.162 / 0.201 hartree. The value obtained for the energy above the lowest of the compared OMol25 structures with the same formula, charge and spin is 1.147 eV. The HOMO energy (spin up / spin down) is -12.784 / -17.737 eV. The calculation puts the largest force on an atom at 6.1 eV/Å. Its expectation value of S² is 6.0527. For the LUMO energy (spin up / spin down), the calculation gives -8.36 / -12.28 eV. The spin multiplicity is 5. Its charge is +2.

Last column: Mulliken charge in e.
CARTESIAN COORDINATES (ANGSTROEM)
O 0.331 4.017 -4.931  -0.155
C 0.558 3.141 -4.214  0.517
Rh -0.222 1.090 -1.642  0.071
O 0.100 3.751 -0.265  -0.259
C -0.048 2.712 -0.761  0.274
C -1.231 -1.890 -1.265  0.193
O -0.769 -2.849 -1.677  -0.164
C 1.754 0.797 -1.399  0.490
O 2.882 1.111 -1.417  -0.287
C -2.107 1.210 -1.919  0.170
O -3.214 1.521 -2.061  -0.228
H 0.602 2.425 -3.032  0.014
C 1.974 -2.775 1.470  -0.920
N 0.913 -1.755 1.501  0.164
C -0.047 -1.760 2.478  -0.168
C -0.998 -0.789 2.478  -0.859
C -1.032 0.150 1.419  0.764
N -0.125 0.109 0.446  0.224
C 0.836 -0.823 0.499  0.512
O 1.684 -0.887 -0.458  -0.515
N -2.003 1.071 1.337  -0.230
H 1.535 -3.767 1.612  0.404
H 2.680 -2.597 2.286  0.379
H 2.483 -2.709 0.511  0.334
H 0.027 -2.579 3.197  0.501
H -1.827 -0.752 3.187  0.448
H -2.699 1.111 2.070  0.258
H -2.036 1.715 0.549  0.067

The following is a DFT calculation (ωB97M-V/def2-TZVPD) of C10H8NSSe2Te2Zr as an isolated structure.

The calculation puts the electronic energy at -6224.70050 hartree. As for the gap between HOMO and LUMO: 0.253 hartree. The HOMO energy is -11.319 eV. The calculation puts the largest force on an atom at 0.5 eV/Å. For the LUMO energy, the calculation gives -4.43 eV. Its charge is +1.

Last column: Mulliken charge in e.
CARTESIAN COORDINATES (ANGSTROEM)
Zr 0.710 2.434 -0.011  0.703
Se 1.482 2.929 2.328  -0.185
Te 3.595 3.901 1.255  0.263
Te 2.766 3.894 -1.386  0.063
Se 0.436 4.755 -1.190  -0.272
C 2.773 -0.029 -0.230  -1.391
C 1.411 -0.653 -0.229  1.342
C 1.245 -2.046 -0.278  -0.889
C -0.016 -2.576 -0.213  -0.551
C -1.136 -1.731 -0.075  0.955
C -2.463 -2.210 0.036  -0.857
C -3.487 -1.325 0.201  -0.677
C -3.242 0.064 0.258  -0.469
C -1.969 0.563 0.147  0.518
S -1.711 2.320 0.183  -0.369
C -0.901 -0.345 -0.024  0.285
N 0.368 0.165 -0.136  -0.575
H 3.533 -0.714 -0.597  0.422
H 3.045 0.282 0.784  0.325
H 2.818 0.857 -0.878  0.216
H 2.116 -2.678 -0.366  0.430
H -0.155 -3.649 -0.255  0.454
H -2.641 -3.276 -0.005  0.406
H -4.506 -1.676 0.290  0.400
H -4.072 0.745 0.389  0.453

Which of these has the highest electronic energy?
C10H8N2